1.
The following is a quantum chemistry calculation of a molecular structure, C23H49N2O2P3W in a non-equilibrium geometry, from the OMol25 dataset.

Element x y z (Å)
W: -0.241 -0.833 -1.509
P: 2.012 -1.347 -1.182
P: -0.159 1.472 -1.545
P: -0.854 -1.321 -3.769
H: -3.406 0.018 1.299
C: -3.523 -1.007 0.948
C: -3.232 -2.108 1.660
H: -3.092 -2.144 2.761
C: 2.694 -0.784 0.424
C: 3.158 -0.770 -2.480
C: 2.171 -3.159 -1.090
C: -1.706 2.416 -1.588
C: 0.825 2.145 -0.159
C: 0.764 2.180 -2.968
C: -1.282 -3.019 -4.272
C: 0.408 -0.909 -5.046
C: -2.247 -0.296 -4.383
H: -4.161 -1.108 0.066
H: -3.419 -3.079 1.184
H: 1.926 -0.396 1.114
H: 3.433 0.011 0.243
H: 3.185 -1.646 0.905
H: 3.547 0.230 -2.236
H: 2.656 -0.717 -3.457
H: 3.995 -1.482 -2.553
H: 1.669 -3.539 -0.187
H: 3.243 -3.407 -1.039
H: 1.711 -3.626 -1.971
H: -1.476 3.454 -1.878
H: -2.203 2.408 -0.609
H: -2.396 1.987 -2.327
H: 0.547 3.199 -0.002
H: 1.897 2.088 -0.396
H: 0.663 1.592 0.776
H: 0.591 3.266 -2.951
H: 0.410 1.773 -3.921
H: 1.837 1.972 -2.866
H: -1.093 -3.106 -5.353
H: -2.338 -3.242 -4.073
H: -0.655 -3.740 -3.729
H: 0.069 -1.350 -5.998
H: 1.387 -1.336 -4.801
H: 0.519 0.176 -5.171
H: -2.563 -0.718 -5.351
H: -1.943 0.753 -4.519
H: -3.091 -0.332 -3.682
C: -0.132 -3.801 1.289
C: -0.141 -2.322 1.668
C: -0.618 -1.382 0.562
C: -1.580 -1.998 -0.476
C: -1.491 -3.392 -0.751
C: -0.856 -4.245 0.120
O: 0.565 -4.524 2.029
H: 0.841 -2.210 2.202
H: -0.876 -2.178 2.478
H: -1.028 -0.485 1.045
H: -2.413 -1.377 -0.878
H: -2.018 -3.761 -1.640
H: -0.939 -5.326 -0.020
C: 2.553 1.309 4.717
N: 1.570 2.234 4.220
C: 1.474 3.550 4.808
C: 0.758 4.466 3.834
C: -0.605 3.906 3.516
N: -0.515 2.501 3.189
C: -1.663 1.885 2.566
C: 0.572 1.693 3.453
O: 0.674 0.544 2.985
H: 2.119 0.585 5.422
H: 3.334 1.877 5.229
H: 2.990 0.745 3.886
H: 0.919 3.521 5.766
H: 2.500 3.890 5.003
H: 1.351 4.566 2.916
H: 0.647 5.455 4.286
H: -1.056 4.439 2.671
H: -1.270 4.027 4.386
H: -1.658 0.802 2.755
H: -2.583 2.332 2.971
H: -1.664 2.055 1.472

⟨S²⟩: 2.211
HOMO (spin up / spin down): -0.7206 / -0.7237 Ha
energy relative to the best compared isomer or geometry (same formula, charge and spin): 1.161 eV
lowest unoccupied orbital energy (spin up / spin down): -14.17 / -14.37 eV
charge: +4
multiplicity: 3


2.
The following is a quantum chemistry calculation of a molecular structure, C19H25N4O3RhS in a non-equilibrium geometry, from the OMol25 dataset.

Element x y z (Å)
Rh: -0.457 -0.152 -0.406
N: 2.115 2.596 -2.176
C: 1.148 2.012 -1.464
S: 1.622 0.680 -0.387
N: -0.064 2.511 -1.487
N: -0.881 1.723 -0.720
C: -1.863 2.223 -0.035
C: -2.426 3.559 -0.219
C: -2.726 4.011 -1.505
C: -3.280 5.265 -1.680
C: -3.512 6.083 -0.580
C: -3.199 5.644 0.699
C: -2.666 4.380 0.885
C: -2.246 1.313 1.067
C: -3.339 1.459 1.895
C: -3.463 0.623 3.000
C: -2.485 -0.324 3.254
C: -1.439 -0.464 2.357
N: -1.338 0.323 1.285
H: 3.083 2.452 -1.945
H: 1.879 3.302 -2.855
H: -2.548 3.370 -2.359
H: -3.530 5.610 -2.674
H: -3.939 7.066 -0.722
H: -3.367 6.289 1.551
H: -2.398 4.053 1.882
H: -4.073 2.222 1.680
H: -4.311 0.724 3.663
H: -2.527 -0.961 4.125
H: -0.671 -1.215 2.481
C: 1.246 -2.783 0.104
O: -0.079 -2.202 0.069
C: -1.057 -3.072 -0.529
C: -2.404 -2.401 -0.387
O: -2.376 -1.057 -0.912
C: -2.754 -0.868 -2.288
C: -1.596 -1.155 -3.207
O: -0.464 -0.422 -2.734
C: 0.720 -0.734 -3.491
H: 1.198 -3.725 0.648
H: 1.608 -2.948 -0.912
H: 1.892 -2.081 0.621
H: -0.780 -3.250 -1.570
H: -1.064 -4.029 -0.004
H: -3.180 -2.988 -0.881
H: -2.665 -2.298 0.665
H: -3.612 -1.498 -2.524
H: -3.060 0.175 -2.364
H: -1.359 -2.221 -3.258
H: -1.856 -0.827 -4.218
H: 0.581 -0.430 -4.528
H: 1.546 -0.188 -3.047
H: 0.925 -1.807 -3.450

HOMO: -0.5191 Ha
lowest unoccupied orbital energy: -6.93 eV
charge: +2


3.
The following is a quantum chemistry calculation of a molecular structure, C8H27BrN9O5 in a non-equilibrium geometry, from the OMol25 dataset.

Element x y z (Å)
Br: -0.532 -0.354 -0.297
C: 1.971 0.118 1.434
C: 2.174 0.664 -0.034
C: 2.582 -0.522 -1.163
O: 3.751 -1.304 -0.793
C: 4.925 -0.542 -0.762
N: 1.072 1.564 -0.401
H: 2.696 -0.687 1.557
H: 0.983 -0.323 1.568
H: 2.037 0.991 2.083
H: 2.957 1.421 0.002
H: 2.784 -0.140 -2.163
H: 1.769 -1.237 -1.293
H: 5.047 0.236 -1.516
H: 5.733 -1.266 -0.867
H: 4.996 -0.108 0.235
H: 0.752 2.143 0.362
H: 0.273 0.971 -0.577
C: -2.713 1.766 0.996
O: -3.536 0.894 0.792
N: -2.783 2.635 1.910
N: -1.593 2.007 0.307
H: -3.644 2.619 2.437
H: -2.070 3.330 2.081
H: -1.102 1.347 -0.279
H: -1.157 2.881 0.563
C: -1.570 1.917 -2.776
O: -1.485 2.568 -3.776
N: -2.635 1.447 -2.243
N: -0.562 1.521 -2.096
H: -3.487 1.516 -2.782
H: -2.508 0.887 -1.413
H: 0.393 1.766 -2.314
H: -0.634 1.063 -1.198
C: -3.120 -2.055 0.895
O: -3.957 -2.821 1.148
N: -1.875 -2.433 0.644
N: -3.236 -0.812 0.652
H: -1.325 -1.848 0.032
H: -1.614 -3.395 0.807
H: -4.209 -0.569 0.528
H: -2.501 -0.238 0.266
C: 1.221 -2.590 1.207
O: 1.903 -3.510 1.713
N: 0.345 -1.869 1.762
N: 1.237 -2.206 -0.081
H: -0.270 -1.227 1.282
H: -0.044 -2.268 2.605
H: 0.730 -1.349 -0.250
H: 1.831 -2.601 -0.795

HOMO: -0.1828 Ha
energy relative to the best compared isomer or geometry (same formula, charge and spin): 20.646 eV
lowest unoccupied orbital energy: 2.60 eV
charge: -1


4.
The following is a quantum chemistry calculation of 13 unconnected molecules or ions with the total composition C5H34O14S in a non-equilibrium geometry, from the OMol25 dataset.

Element x y z (Å)
O: 0.492 -2.133 -1.129
C: -0.574 -1.997 -1.695
O: -0.676 -1.275 -2.814
C: -1.938 -2.424 -1.243
C: -2.963 -1.424 -0.652
C: -3.023 -1.164 0.865
S: -3.650 -2.352 2.150
C: -2.479 -3.717 2.370
H: 0.193 -0.839 -2.990
H: -2.553 -2.852 -2.030
H: -1.793 -3.236 -0.563
H: -3.968 -1.775 -0.908
H: -2.912 -0.496 -1.210
H: -2.076 -0.878 1.315
H: -3.747 -0.356 0.917
H: -3.074 -4.625 2.402
H: -1.846 -3.812 1.533
H: -1.912 -3.650 3.283
H: 1.007 -4.200 1.555
H: 0.103 -5.150 0.723
O: 0.665 -5.134 1.546
H: -1.115 2.979 1.741
H: -0.188 3.805 2.596
O: -0.249 2.967 2.172
H: 0.713 -2.315 0.529
H: 0.520 -1.460 1.735
O: 0.808 -2.359 1.490
H: 1.795 2.956 -2.655
H: 1.358 4.175 -1.724
O: 1.178 3.740 -2.581
H: -0.791 3.475 -0.406
H: -2.049 3.816 -1.062
O: -1.676 3.639 -0.160
H: 0.304 0.914 2.763
H: 1.578 0.090 3.317
O: 0.993 0.258 2.524
H: 2.463 0.584 -2.382
H: 1.385 -0.075 -1.593
O: 1.621 0.105 -2.500
H: 2.850 1.798 1.882
H: 3.677 1.788 0.691
O: 3.601 2.242 1.525
H: 2.779 3.372 0.011
H: 3.808 4.393 -0.193
O: 2.866 4.262 -0.420
H: 2.736 -0.760 0.613
H: 1.695 0.341 1.045
O: 2.369 0.094 0.353
H: 3.638 1.162 -0.831
H: 3.867 2.284 -1.841
O: 3.896 1.309 -1.755
H: -0.655 3.216 -2.451
H: -1.047 4.197 -3.535
O: -1.419 3.512 -2.944

HOMO: -0.3139 Ha
energy relative to the best compared isomer or geometry (same formula, charge and spin): 1.331 eV
lowest unoccupied orbital energy: -0.33 eV
charge: 0


5.
The following is a quantum chemistry calculation of C4H8N2O2 in the gas phase in a non-equilibrium geometry, from the OMol25 dataset.

Element x y z (Å)
C: -1.818 -0.050 0.403
C: -0.363 0.132 0.065
C: 0.307 -0.607 -0.851
N: -0.074 -1.810 -1.400
N: 0.276 1.135 0.751
C: 1.630 1.423 0.737
O: 2.034 2.568 0.880
O: 2.445 0.370 0.951
H: -2.313 0.921 0.522
H: -2.361 -0.602 -0.369
H: -1.918 -0.596 1.347
H: 1.251 -0.283 -1.288
H: 0.199 -1.943 -2.371
H: -1.036 -2.091 -1.238
H: -0.281 1.921 1.073
H: 2.022 -0.488 0.789

HOMO: -0.2825 Ha
SMILES: C/C(=C\N)NC(=O)O
energy relative to the best compared isomer or geometry (same formula, charge and spin): 1.345 eV
lowest unoccupied orbital energy: 0.62 eV
charge: 0


6.
The following is a quantum chemistry calculation of a molecular structure, C38H47GeN9O2SSr in a non-equilibrium geometry, from the OMol25 dataset.

Element x y z (Å)
Sr: -0.095 -0.084 0.397
N: -1.539 1.693 1.999
C: -2.439 1.031 2.968
C: -1.659 0.071 3.864
N: -0.807 -0.867 3.121
C: 0.058 -1.653 4.029
C: 1.331 -2.063 3.333
N: 2.166 -0.896 3.069
C: -1.618 -1.810 2.344
C: -2.074 -1.282 0.945
N: -1.352 -2.008 -0.138
H: -2.066 2.412 1.513
H: -0.761 2.151 2.473
H: -2.987 1.736 3.597
H: -3.201 0.488 2.400
H: -0.990 0.660 4.494
H: -2.354 -0.464 4.525
H: 0.306 -1.022 4.886
H: -0.475 -2.532 4.412
H: 1.864 -2.771 3.971
H: 1.098 -2.606 2.407
H: 1.622 -0.038 3.057
H: 2.560 -0.976 2.142
H: -1.076 -2.748 2.211
H: -2.554 -2.098 2.841
H: -3.147 -1.470 0.875
H: -1.912 -0.240 1.111
H: -1.367 -2.932 0.279
H: -1.982 -2.081 -0.938
C: 3.929 3.716 2.091
C: 2.789 2.767 1.857
N: 1.896 2.488 2.719
O: 2.093 3.179 3.925
C: 2.720 2.099 0.515
C: 3.609 2.527 -0.620
N: 1.884 1.152 0.400
O: 1.786 0.433 -0.737
H: 4.847 3.297 1.676
H: 4.067 3.919 3.147
H: 3.742 4.662 1.579
H: 1.453 2.777 4.518
H: 3.878 3.581 -0.554
H: 3.093 2.338 -1.558
H: 4.528 1.946 -0.634
N: 3.701 -2.500 -1.737
C: 4.658 -1.784 -1.049
C: 5.883 -1.258 -1.444
C: 6.665 -0.705 -0.451
C: 6.237 -0.684 0.887
C: 5.015 -1.199 1.266
C: 4.204 -1.753 0.270
N: 2.985 -2.434 0.372
C: 2.751 -2.880 -0.826
C: 1.665 -3.789 -1.221
C: 1.437 -4.218 -2.493
S: 0.127 -5.299 -2.532
C: -0.038 -5.116 -0.841
N: 0.807 -4.305 -0.277
H: 3.696 -2.681 -2.724
H: 6.219 -1.296 -2.472
H: 7.634 -0.296 -0.704
H: 6.894 -0.269 1.641
H: 4.718 -1.211 2.306
H: 1.986 -3.988 -3.392
H: -0.798 -5.658 -0.297
C: -6.073 -1.687 -0.473
C: -6.012 -0.390 0.002
C: -5.005 0.462 -0.437
C: -4.102 0.080 -1.437
C: -4.234 -1.226 -1.953
C: -5.186 -2.105 -1.458
Ge: -2.278 0.791 -1.281
C: -2.260 2.781 -1.205
C: -1.063 3.455 -0.941
C: -0.981 4.833 -1.073
C: -2.094 5.559 -1.473
C: -3.288 4.909 -1.745
C: -3.375 3.527 -1.619
C: -1.318 0.306 -2.945
C: -0.643 -0.896 -3.157
C: -0.550 -1.443 -4.432
C: -1.181 -0.829 -5.505
C: -1.847 0.372 -5.314
C: -1.905 0.941 -4.047
H: -6.790 -2.382 -0.057
H: -6.705 -0.058 0.763
H: -4.910 1.438 0.027
H: -3.571 -1.552 -2.749
H: -5.190 -3.134 -1.789
H: -0.171 2.915 -0.635
H: -0.045 5.340 -0.875
H: -2.027 6.634 -1.580
H: -4.152 5.474 -2.069
H: -4.306 3.028 -1.864
H: -0.144 -1.411 -2.342
H: -0.004 -2.367 -4.576
H: -1.152 -1.282 -6.487
H: -2.350 0.855 -6.141
H: -2.398 1.900 -3.925

⟨S²⟩: 0.754
HOMO (spin up / spin down): -0.3722 / -0.3722 Ha
energy relative to the best compared isomer or geometry (same formula, charge and spin): 3.596 eV
lowest unoccupied orbital energy (spin up / spin down): -1.94 / -4.23 eV
charge: +1
multiplicity: 2


7.
The following is a quantum chemistry calculation of a molecular structure, C17H47As3N3O8P3Pd in a non-equilibrium geometry, from the OMol25 dataset.

Element x y z (Å)
Pd: 0.687 0.531 1.034
O: 5.019 0.770 2.988
P: 3.543 0.989 2.282
O: 3.270 2.452 2.195
O: 3.543 0.149 1.054
O: 2.667 0.303 3.455
P: 1.109 0.239 3.971
O: 0.565 1.706 3.592
O: 1.136 0.023 5.435
O: 0.387 -0.747 3.074
H: 4.970 1.167 3.865
H: 0.752 1.683 2.622
C: -3.105 -1.044 -1.247
As: -1.697 0.161 -0.457
C: -2.433 -0.039 1.358
C: -2.701 1.812 -0.969
C: -2.060 3.181 -0.698
C: -2.141 3.471 0.806
C: -0.604 3.268 -1.187
As: 0.844 2.658 0.049
C: 1.149 4.334 1.023
C: 2.297 2.830 -1.249
C: -2.915 4.269 -1.385
As: -3.139 4.520 -3.344
C: -1.518 5.564 -3.748
C: -2.530 2.880 -4.248
H: -4.081 -0.884 -0.779
H: -2.793 -2.077 -1.087
H: -3.189 -0.872 -2.322
H: -3.490 0.248 1.360
H: -1.858 0.547 2.074
H: -2.335 -1.082 1.651
H: -3.687 1.777 -0.489
H: -2.864 1.693 -2.042
H: -1.556 2.748 1.381
H: -3.179 3.415 1.147
H: -1.760 4.470 1.032
H: -0.359 4.305 -1.445
H: -0.474 2.667 -2.094
H: 0.923 5.200 0.392
H: 2.193 4.315 1.328
H: 0.539 4.348 1.924
H: 2.348 3.838 -1.675
H: 2.138 2.094 -2.038
H: 3.214 2.585 -0.715
H: -2.550 5.255 -1.069
H: -3.940 4.189 -1.005
H: -1.519 6.478 -3.153
H: -1.533 5.840 -4.804
H: -0.612 5.002 -3.534
H: -3.292 2.104 -4.195
H: -1.593 2.499 -3.847
H: -2.389 3.150 -5.296
C: -1.292 -3.806 1.544
N: -0.507 -4.342 0.448
C: -0.779 -5.713 0.122
P: 0.899 -3.483 0.132
O: 0.599 -2.067 -0.127
N: 1.511 -4.316 -1.203
C: 0.870 -3.970 -2.458
C: 2.946 -4.468 -1.334
N: 1.945 -3.753 1.371
C: 1.911 -4.944 2.180
C: 2.777 -2.682 1.902
H: -2.352 -3.753 1.269
H: -0.942 -2.804 1.797
H: -1.198 -4.437 2.439
H: -1.799 -5.817 -0.270
H: -0.702 -6.372 1.003
H: -0.078 -6.061 -0.634
H: -0.189 -3.772 -2.292
H: 0.970 -4.799 -3.168
H: 1.311 -3.067 -2.898
H: 3.388 -4.672 -0.361
H: 3.420 -3.565 -1.741
H: 3.163 -5.305 -2.008
H: 1.310 -5.725 1.715
H: 1.505 -4.733 3.177
H: 2.927 -5.339 2.315
H: 2.779 -1.818 1.238
H: 3.808 -3.046 2.002
H: 2.398 -2.352 2.869

HOMO: -0.0184 Ha
energy relative to the best compared isomer or geometry (same formula, charge and spin): 1.514 eV
lowest unoccupied orbital energy: 4.29 eV
charge: -2


Which formula does entry 2 have? C19H25N4O3RhS